{"formula": "C19H44F10N8O21S10", "method": "ωB97M-V/def2-TZVPD", "homo_energy_ev": -4.328, "gap_ev": 5.63, "total_charge": -2, "lumo_ha": 0.048, "de_lowest_kcal_mol": 0.00, "symbols": ["C", "C", "O", "N", "H", "H", "C", "H", "H", "H", "H", "H", "H", "C", "C", "C", "N", "C", "C", "C", "C", "C", "H", "H", "H", "H", "H", "H", "H", "H", "H", "H", "H", "H", "H", "H", "H", "H", "H", "H", "C", "C", "C", "N", "C", "C", "C", "C", "C", "H", "H", "H", "H", "H", "H", "H", "H", "H", "H", "H", "H", "H", "H", "H", "H", "H", "H", "N", "S", "O", "O", "F", "S", "O", "O", "F", "N", "S", "O", "O", "F", "S", "O", "O", "F", "N", "S", "O", "O", "F", "S", "O", "O", "F", "N", "S", "O", "O", "F", "S", "O", "O", "F", "N", "S", "O", "O", "F", "S", "O", "O", "F"], "coordinates": [[-1.2537, 0.1881, 2.7896], [-1.5581, -0.4244, 1.4597], [-1.7680, -1.5604, 1.2302], [-1.5814, 0.5557, 0.2927], [-2.6046, 0.7565, 0.1152], [-1.1145, 1.4418, 0.5773], [-1.0018, 0.0323, -0.9597], [-2.1096, 0.7899, 3.1089], [-0.3671, 0.8145, 2.6620], [-1.0402, -0.5724, 3.5343], [-1.3402, 0.8046, -1.6459], [-1.4253, -0.9382, -1.1794], [0.0737, -0.0320, -0.8410], [3.0676, 0.7195, 1.4650], [3.9235, -0.4220, 1.9529], [3.1440, -1.5438, 2.6259], [4.0378, -2.6344, 3.0744], [4.9346, -2.1883, 4.1901], [4.8831, -3.1738, 1.9424], [5.3244, -4.5781, 2.3324], [4.3001, -5.0304, 3.3811], [3.2992, -3.8937, 3.5003], [2.4478, 1.1097, 2.2779], [2.3481, 0.4298, 0.6952], [3.6652, 1.5328, 1.0599], [4.6761, -0.0452, 2.6573], [4.5357, -0.8132, 1.1355], [2.3845, -1.9063, 1.9299], [2.5651, -1.1352, 3.4582], [4.5369, -1.2953, 4.6623], [5.9066, -1.9451, 3.7680], [5.0225, -2.9659, 4.9401], [5.6996, -2.4799, 1.7620], [4.2283, -3.1480, 1.0707], [6.3362, -4.6293, 2.7309], [5.2793, -5.1349, 1.3972], [4.7257, -5.2599, 4.3575], [3.7986, -5.9336, 3.0382], [2.9484, -3.7406, 4.5148], [2.4401, -4.0804, 2.8674], [0.5867, 2.4582, -10.6777], [0.5665, 2.7417, -9.1698], [-0.6988, 2.2817, -8.4727], [-0.7513, 2.5588, -6.9945], [-0.4709, 3.9830, -6.6612], [-2.1474, 2.1871, -6.5559], [-2.0284, 1.7472, -5.1095], [-0.7062, 0.9614, -5.1800], [0.1628, 1.5915, -6.2441], [0.0033, 3.1971, -11.2251], [0.2517, 1.4513, -10.9257], [1.6229, 2.5576, -10.9990], [0.8601, 3.7870, -9.0753], [1.3699, 2.1644, -8.6923], [-0.8413, 1.2185, -8.6399], [-1.5451, 2.8655, -8.8476], [0.5030, 4.2201, -7.0817], [-0.4905, 4.0383, -5.5787], [-1.1577, 4.6492, -7.1773], [-2.8521, 2.9982, -6.7356], [-2.4872, 1.3486, -7.1634], [-1.8239, 2.5650, -4.4221], [-2.8829, 1.1200, -4.8816], [-0.2139, 0.9489, -4.2036], [-0.9090, -0.1128, -5.2276], [0.9556, 2.1748, -5.7784], [0.6447, 0.9105, -6.9392], [-6.1829, 1.4547, 6.8100], [-7.5166, 1.5417, 5.9379], [-7.4074, 1.8211, 4.5433], [-8.5680, 2.2571, 6.5979], [-7.9436, 0.0029, 5.9841], [-4.9932, 1.3326, 5.7470], [-4.5916, 2.5887, 5.2121], [-4.9832, 0.1878, 4.8995], [-3.8702, 0.9844, 6.8305], [-4.2471, 1.0829, -0.1320], [-5.6797, 1.4332, 0.6311], [-6.5946, 0.3649, 0.6928], [-6.1748, 2.7218, 0.3123], [-5.0656, 1.5647, 2.0514], [-4.7960, 0.4698, -1.4905], [-5.6122, 1.3072, -2.2951], [-5.0314, -0.9305, -1.5033], [-3.3678, 0.5749, -2.3236], [1.8770, -4.1801, -0.9211], [2.1167, -5.7627, -0.5568], [1.5465, -6.5937, -1.5472], [2.0338, -6.2086, 0.7893], [3.6967, -5.8002, -0.8160], [0.6068, -3.8835, -0.0025], [0.8718, -3.6169, 1.3706], [-0.5825, -4.6024, -0.3082], [0.3721, -2.4294, -0.6519], [2.6211, -1.7532, 6.3904], [1.3456, -2.6198, 6.6719], [0.3279, -2.6415, 5.6803], [0.8495, -2.6510, 8.0088], [1.9376, -4.1252, 6.5246], [1.8665, -0.2412, 6.3896], [1.4467, 0.2232, 7.6532], [1.0984, 0.1240, 5.2516], [3.2609, 0.5216, 6.1498], [-0.4986, 2.9230, 1.0755], [0.4868, 3.8706, 0.3231], [1.5099, 4.5401, 1.0533], [-0.0402, 4.5742, -0.8124], [1.3346, 2.7119, -0.4782], [-1.3125, 4.0484, 2.0226], [-1.8571, 5.1790, 1.3726], [-0.6416, 4.2168, 3.2494], [-2.5373, 3.1332, 2.3402]], "forces_ev_per_angstrom": [[0.15, 0.09, -0.41], [0.15, 0.23, 0.58], [-0.15, -0.60, -0.48], [-0.25, -0.78, 0.86], [0.19, 0.16, 0.36], [-0.25, 0.00, -0.12], [-0.21, 0.69, 0.33], [0.14, 0.12, 0.04], [-0.17, 0.24, 0.23], [-0.14, -0.16, -0.09], [0.60, -0.39, -0.60], [-0.09, -0.02, -0.07], [0.08, 0.06, -0.18], [-0.80, 0.16, 0.18], [0.97, -0.15, 0.22], [-0.80, 1.14, -0.66], [0.28, -1.11, 0.06], [0.18, 0.40, -0.02], [0.00, 0.69, -0.07], [-0.17, 0.28, -0.22], [-0.20, -0.37, -0.07], [-0.46, -0.03, 0.55], [0.19, 0.15, 0.04], [0.19, -0.21, -0.10], [0.02, 0.03, 0.05], [-0.18, 0.18, 0.08], [-0.28, -0.05, -0.19], [0.26, -0.58, 0.04], [0.26, -0.28, 0.32], [-0.21, -0.12, 0.06], [0.07, -0.06, 0.09], [0.00, -0.08, -0.04], [0.04, -0.04, -0.02], [0.00, -0.33, -0.03], [0.07, 0.20, -0.11], [0.08, -0.44, 0.26], [0.31, 0.05, -0.12], [-0.18, 0.06, 0.09], [-0.11, 0.05, 0.01], [-0.05, 0.44, -0.36], [0.16, -0.01, 0.35], [0.89, -0.78, 0.02], [-0.19, 1.86, -0.50], [-0.36, -0.97, -0.82], [0.58, -0.38, -0.46], [-0.63, 0.11, 0.58], [1.17, -0.07, -0.84], [-0.36, -1.42, 1.71], [0.21, 0.45, 0.46], [-0.15, -0.12, -0.03], [-0.07, 0.03, -0.02], [-0.05, -0.04, -0.19], [-0.48, 0.07, 0.41], [0.17, 0.16, -0.22], [-0.17, -0.03, 0.14], [-0.12, -0.40, -0.29], [0.20, -0.02, 0.52], [-0.04, 0.49, 0.00], [-0.43, -0.18, 0.30], [0.29, 0.24, -0.04], [0.23, -0.08, -0.03], [-0.89, 0.16, 0.10], [0.00, 0.22, 0.67], [0.13, 0.56, -0.08], [0.06, 0.07, -1.04], [-0.01, 0.12, -0.12], [-0.26, -0.08, -0.13], [-0.82, 0.27, -1.46], [-1.05, 0.20, 0.41], [0.53, -0.12, -0.19], [0.21, -0.43, 0.72], [-0.40, 0.04, 0.05], [1.74, -0.12, 0.84], [0.15, 0.22, -0.18], [-0.24, -0.19, -0.10], [-0.14, 0.16, -0.08], [-2.19, -0.18, -0.53], [0.81, 1.61, 2.10], [-0.35, -1.09, -0.37], [0.16, 0.36, -0.36], [0.16, -0.08, -0.04], [1.88, -0.83, -1.79], [-0.69, 0.46, -0.03], [-0.06, -0.19, 0.16], [-0.17, 0.02, 0.25], [0.08, -2.18, 1.71], [1.24, 0.19, -1.46], [-0.07, -0.62, -0.73], [-0.12, 0.41, 0.86], [0.03, 0.18, -0.26], [-1.44, 2.26, -0.56], [0.42, 0.23, 0.34], [0.21, -0.28, -0.17], [0.09, -0.24, 0.27], [-1.49, 1.92, -0.27], [-2.31, -3.86, 1.24], [0.06, 0.60, -1.08], [0.69, 0.45, 0.46], [0.92, 0.55, -0.15], [2.50, 1.12, -0.42], [-0.21, -0.22, 0.72], [0.08, -0.58, -0.50], [0.02, -0.08, -0.13], [-0.69, 2.30, 0.94], [2.62, -0.15, -3.85], [-0.26, -0.07, 0.74], [-0.44, 0.01, 0.35], [-0.38, -0.21, 0.65], [-1.15, -1.57, 1.44], [0.12, 0.22, -0.81], [0.53, 0.12, 0.60], [0.01, -0.19, -0.25]]}